{"formula": "C44H59BBrN10O4PtS", "method": "the ωB97M-V functional and the def2-TZVPD basis", "species": ["Pt", "C", "C", "C", "C", "C", "C", "C", "C", "C", "N", "N", "B", "N", "N", "C", "C", "C", "C", "C", "C", "C", "C", "C", "N", "N", "C", "C", "C", "C", "C", "C", "C", "C", "C", "H", "H", "H", "H", "H", "H", "H", "H", "H", "H", "H", "H", "H", "H", "H", "H", "H", "H", "H", "H", "H", "H", "H", "H", "H", "H", "H", "H", "H", "H", "H", "H", "H", "H", "H", "H", "H", "H", "H", "H", "H", "H", "H", "H", "H", "H", "N", "C", "C", "C", "C", "C", "C", "S", "O", "O", "N", "C", "N", "C", "C", "C", "N", "H", "H", "H", "H", "H", "H", "H", "H", "H", "Br", "C", "C", "C", "C", "C", "C", "C", "O", "O", "H", "H", "H", "H"], "positions_angstrom": [[0.360400, 0.579205, 0.381090], [-1.413753, -2.100281, 4.295740], [-1.178404, -0.923847, 3.347316], [-1.995009, 0.276522, 3.844966], [-1.598261, -1.275841, 1.948682], [-2.709143, -2.032099, 1.613392], [-2.828597, -1.996947, 0.233174], [-3.998352, -2.653598, -0.470810], [-4.301399, -2.263745, -1.912264], [-3.946423, -4.178098, -0.311343], [-1.793781, -1.281740, -0.246615], [-1.027018, -0.853459, 0.806113], [-1.330646, -0.936874, -1.694116], [0.152745, -1.289469, -1.808912], [1.054993, -0.404646, -1.274704], [2.300181, -0.799055, -1.642750], [2.146542, -1.941540, -2.425104], [0.808547, -2.244157, -2.485917], [0.231767, -3.515797, -3.046451], [-0.646793, -3.383417, -4.288360], [-0.481604, -4.288773, -1.937417], [3.717581, -0.306657, -1.401635], [4.037396, 0.920945, -0.568862], [4.398938, -0.106837, -2.766632], [-1.440408, 0.609517, -1.890675], [-1.114468, 1.369661, -0.805589], [-1.428083, 2.648864, -1.064852], [-1.953620, 2.709954, -2.342365], [-1.950349, 1.410801, -2.839036], [-2.422097, 1.053737, -4.222261], [-1.749610, -0.156409, -4.858627], [-3.947993, 0.939490, -4.283219], [-1.303009, 3.740814, -0.050954], [-1.420660, 5.117817, -0.694737], [-2.391306, 3.537210, 1.009333], [-1.052724, -1.843753, 5.292542], [-0.892662, -2.996367, 3.966073], [-2.478232, -2.324333, 4.381777], [-0.114716, -0.699001, 3.348919], [-3.054307, 0.014578, 3.875216], [-1.885953, 1.148268, 3.206780], [-1.686389, 0.546954, 4.856193], [-3.387336, -2.517854, 2.293248], [-4.850017, -2.311062, 0.125429], [-3.622220, -2.739220, -2.619432], [-4.256971, -1.184378, -2.054976], [-5.311276, -2.595329, -2.155136], [-3.097103, -4.607671, -0.840384], [-4.855238, -4.617244, -0.723988], [-3.875275, -4.469457, 0.736091], [-1.968107, -1.528302, -2.484827], [2.947153, -2.521177, -2.849818], [1.116034, -4.087746, -3.337812], [-1.636653, -3.007911, -4.035249], [-0.776459, -4.366960, -4.740898], [-0.203312, -2.723643, -5.033594], [-1.343911, -3.724449, -1.583645], [0.180036, -4.463186, -1.087976], [-0.834178, -5.250695, -2.312117], [4.177228, -1.169824, -0.910670], [3.848831, 1.815403, -1.152885], [5.108980, 0.904994, -0.366644], [3.537759, 0.983378, 0.390079], [3.937960, 0.731066, -3.294105], [4.343267, -0.984490, -3.406633], [5.450575, 0.133123, -2.610695], [-2.314125, 3.582667, -2.859161], [-2.142180, 1.932554, -4.810522], [-2.232735, -1.077865, -4.545297], [-0.689500, -0.218598, -4.605698], [-1.836714, -0.094156, -5.943505], [-4.295474, 0.082355, -3.704949], [-4.267488, 0.796059, -5.315811], [-4.433048, 1.835573, -3.896316], [-0.311073, 3.667659, 0.403474], [-2.383279, 5.236707, -1.195126], [-0.625587, 5.284233, -1.422750], [-1.348901, 5.892920, 0.068288], [-3.377385, 3.604449, 0.545951], [-2.338995, 4.311058, 1.777871], [-2.318391, 2.554366, 1.478411], [1.435482, -4.698747, 6.625858], [1.716427, -3.949814, 5.520534], [2.397977, -2.728120, 5.641319], [2.679293, -1.967174, 4.528535], [2.250437, -2.396458, 3.273416], [1.575682, -3.605951, 3.135208], [1.319495, -4.380032, 4.246639], [2.680746, -1.509105, 1.835793], [4.013512, -1.016959, 1.985199], [2.303667, -2.294658, 0.696695], [1.630787, -0.214468, 1.767050], [1.550785, 0.823131, 2.638731], [2.323684, 1.078156, 3.670099], [2.035086, 2.189402, 4.342166], [1.005865, 3.052168, 3.991403], [0.248022, 2.715686, 2.890103], [0.479265, 1.578141, 2.248529], [1.846526, -4.461665, 7.509701], [1.084889, -5.632977, 6.522997], [2.730197, -2.398131, 6.617942], [3.243951, -1.050450, 4.617846], [1.275415, -3.938543, 2.150567], [0.810585, -5.330158, 4.137940], [2.669355, 2.403335, 5.194515], [0.813529, 3.960831, 4.539701], [-0.560944, 3.335980, 2.538064], [3.486557, 7.577507, -3.788210], [3.062974, 6.183067, -2.586851], [3.617048, 6.187781, -1.315932], [3.300759, 5.162851, -0.439653], [2.443725, 4.142458, -0.833721], [1.897685, 4.149854, -2.114244], [2.203701, 5.173952, -2.995588], [2.132530, 3.055830, 0.154887], [2.527551, 3.086062, 1.301944], [1.359604, 2.135286, -0.371981], [4.286135, 6.982792, -1.018474], [3.716750, 5.141063, 0.558545], [1.232844, 3.351968, -2.416734], [1.784208, 5.191168, -3.991855]], "forces_ev_per_a": [[0.1, 0.3, -0.4], [0.0, 0.0, 0.0], [-0.1, -0.1, 0.0], [0.0, -0.1, 0.0], [0.2, -0.1, -0.1], [-0.1, 0.1, 0.0], [0.0, -0.1, 0.1], [0.0, 0.0, 0.0], [0.0, 0.0, 0.0], [0.0, 0.0, 0.0], [-0.1, 0.0, 0.0], [-0.1, -0.1, 0.3], [0.0, -0.1, 0.0], [0.1, 0.0, 0.2], [-0.1, -0.3, 0.0], [-0.1, 0.1, -0.1], [0.0, 0.0, 0.0], [0.0, 0.0, 0.0], [0.0, 0.0, 0.0], [0.0, 0.0, 0.0], [0.0, 0.0, 0.0], [0.0, 0.0, 0.1], [0.1, 0.0, 0.1], [0.0, -0.1, 0.0], [-0.3, 0.0, 0.1], [0.1, 0.2, 0.0], [0.1, -0.1, 0.0], [-0.1, 0.0, 0.0], [0.0, 0.0, 0.0], [0.0, 0.0, 0.0], [0.0, 0.0, 0.0], [0.0, 0.0, 0.0], [0.0, 0.0, 0.0], [0.0, 0.0, 0.0], [-0.1, 0.0, -0.1], [0.0, 0.0, 0.0], [0.0, 0.0, 0.0], [0.0, 0.0, 0.0], [-0.1, 0.0, 0.1], [0.0, 0.0, 0.0], [0.0, 0.1, -0.1], [0.0, 0.0, 0.0], [0.0, 0.0, 0.0], [0.0, 0.0, 0.0], [0.0, 0.0, 0.0], [0.0, 0.0, 0.0], [0.0, 0.0, 0.0], [0.0, 0.0, 0.0], [0.0, 0.0, 0.0], [0.0, 0.0, 0.0], [0.0, 0.0, 0.0], [0.0, 0.0, 0.0], [0.0, 0.0, 0.0], [0.0, 0.0, 0.0], [0.0, 0.0, 0.0], [0.0, 0.0, 0.0], [0.0, 0.0, 0.0], [0.0, 0.0, 0.0], [0.0, 0.0, 0.0], [0.1, 0.0, 0.0], [-0.1, 0.2, 0.0], [0.0, 0.0, 0.1], [0.0, -0.1, 0.0], [0.0, 0.0, 0.0], [0.0, 0.0, 0.0], [0.0, 0.0, 0.0], [0.0, 0.0, 0.0], [0.0, 0.0, 0.0], [0.0, 0.0, 0.0], [0.0, 0.0, 0.0], [0.0, 0.0, 0.0], [0.0, 0.0, 0.0], [0.0, 0.0, 0.0], [0.0, 0.0, 0.0], [-0.1, 0.0, 0.0], [0.0, 0.0, 0.0], [0.0, 0.0, 0.0], [0.0, 0.0, 0.0], [0.0, 0.0, 0.0], [0.0, 0.0, 0.0], [0.0, 0.0, 0.0], [-0.1, 0.0, 0.0], [0.0, 0.0, 0.0], [0.0, 0.0, 0.0], [0.0, 0.0, 0.0], [-0.1, 0.0, 0.0], [0.0, 0.0, 0.0], [0.0, 0.0, 0.0], [0.1, -0.1, 0.0], [-0.1, 0.0, 0.0], [0.0, 0.0, 0.0], [0.3, 0.5, 0.0], [-0.2, 0.1, 0.0], [-0.1, 0.0, 0.2], [0.0, -0.1, -0.1], [0.0, 0.0, 0.0], [-0.1, 0.0, 0.1], [0.0, -0.5, 0.0], [0.0, 0.0, 0.0], [0.0, 0.0, 0.0], [0.0, 0.0, 0.0], [0.0, 0.0, 0.0], [0.0, 0.0, 0.0], [0.0, 0.0, 0.0], [0.0, 0.0, 0.0], [0.0, 0.0, 0.0], [0.0, 0.0, 0.0], [0.0, 0.0, 0.0], [0.0, 0.0, 0.0], [0.0, 0.0, 0.0], [0.0, 0.0, 0.0], [0.0, -0.1, 0.1], [0.0, 0.0, 0.0], [0.0, 0.0, 0.0], [-0.2, 0.2, 0.1], [0.2, 0.0, -0.1], [0.4, -0.2, -0.3], [0.0, 0.0, 0.0], [0.0, 0.0, 0.0], [0.0, 0.0, 0.0], [0.0, 0.0, 0.0]], "multiplicity": 1, "gap_ev": 7.1, "energy_ev": -154476.017, "total_charge": 1}